# 1
The following is a DFT calculation (ωB97M-V with the def2-TZVPD basis set) of C38H31Co2O8P as an isolated structure in a non-equilibrium geometry.

```
80
Properties=species:S:1:pos:R:3:forces:R:3:lowdin_charge:R:1
Co -1.050 1.146 0.587 0.0360 -0.3660 2.4499 0.036
Co 1.470 2.585 0.776 -2.5554 -2.5547 -1.5761 0.138
P -3.031 0.785 -0.257 -0.8174 -0.3570 -0.7386 1.111
O 2.636 0.275 2.117 -1.6385 2.4067 -1.4096 0.152
O 6.615 -0.749 1.958 0.4109 0.3394 -0.7686 -0.047
O 3.688 3.035 -1.062 -2.0585 -0.2506 1.6766 0.140
O 5.682 -1.814 0.188 0.0703 0.1548 0.4560 0.049
O 1.343 4.746 2.704 0.0779 -1.8523 -1.5065 0.132
O -2.064 2.940 2.634 0.9116 -1.9023 -2.0573 0.157
O 3.836 -3.841 1.204 -0.6392 -0.5763 -0.1125 -0.022
O -0.714 -1.218 2.270 -0.2087 2.6347 -2.4328 0.149
C -2.730 1.234 -4.833 0.0243 0.0393 0.2078 -0.070
C -5.579 1.367 0.858 0.1270 0.2434 0.0168 -0.066
C 2.489 -0.929 -2.850 -0.2595 -0.1370 0.0486 -0.014
C -4.185 -3.548 0.804 0.0979 0.1717 -0.0670 -0.066
C 1.226 -1.680 -0.908 0.1381 -0.5057 0.0651 0.000
C 5.700 -1.610 1.394 -0.7436 -0.5467 0.2852 -0.510
C 1.348 3.896 1.918 -0.4391 2.6774 1.4337 -0.144
C 2.787 2.914 -0.344 2.5675 0.9453 -2.1682 -0.112
C 3.129 -3.573 3.494 -0.2561 -0.2498 0.1054 -0.043
C -3.770 -1.262 1.478 -0.0572 -0.3295 -0.2502 -0.125
C 1.827 -2.934 -1.015 -0.2977 0.3995 0.3111 -0.044
C -3.873 -1.838 -0.883 0.0489 -0.0725 0.3331 -0.065
C 7.436 -0.117 0.971 0.0625 0.0554 0.1406 -0.267
C -0.185 2.413 -0.329 -0.8592 1.1568 -3.4428 -0.262
C -0.836 -0.335 1.519 0.3448 -3.9511 3.2586 -0.136
C -1.915 0.325 -4.149 -0.2731 -0.0363 0.1647 -0.061
C 3.958 -3.221 2.269 0.6058 0.7238 -0.1290 -0.527
C -2.111 0.119 -2.785 0.1192 0.2936 -0.0133 -0.118
C -1.697 2.193 1.824 -1.3371 2.6991 2.9061 -0.157
C 2.726 -3.198 -2.053 0.1685 0.3326 0.0395 -0.021
C -4.221 3.262 0.178 -0.3597 -0.0999 0.1981 -0.113
C 1.509 -0.675 -1.851 -0.2570 0.1936 -0.4026 -0.220
C -5.183 4.134 0.694 0.1452 -0.2336 -0.1168 -0.065
C 2.109 1.180 1.614 2.4942 -4.0392 2.5683 -0.111
C -3.898 1.764 -2.775 0.2806 -0.2689 0.0020 -0.066
C -3.063 0.874 -2.080 0.0708 0.1976 -0.2546 -0.319
C 8.441 0.751 1.673 0.1683 0.1261 0.2197 -0.089
C -6.517 2.244 1.411 0.1621 0.1226 -0.1606 -0.064
C -6.314 3.625 1.340 0.1680 -0.1794 -0.0622 -0.069
C -4.128 -3.168 -0.540 -0.0482 0.1187 0.1934 -0.063
C -4.403 1.871 0.282 0.0202 0.2942 0.1733 -0.336
C 0.885 0.622 -1.815 1.6698 -0.5538 -0.1449 -0.027
C -4.030 -2.592 1.813 -0.0353 0.2904 -0.1578 -0.063
C -3.643 -0.892 0.127 0.0538 -0.2169 0.0732 -0.336
C -3.731 1.933 -4.151 0.0937 -0.1355 -0.0085 -0.069
C 4.851 -2.138 2.437 0.1950 0.1158 -0.2428 -0.003
C 3.076 -2.183 -2.961 -0.0749 0.2515 0.0600 -0.050
C 0.031 1.113 -0.865 1.1623 2.8583 0.9861 -0.274
H -5.765 0.292 0.889 0.1049 0.3368 0.0548 0.103
H -3.683 -0.510 2.267 0.1477 -0.2605 -0.2288 0.118
H -1.489 -0.603 -2.249 -0.1634 0.2460 -0.1940 0.107
H 6.813 0.501 0.311 0.0416 -0.2714 -0.0194 0.119
H -2.573 1.400 -5.896 -0.0782 -0.0183 0.2097 0.107
H -4.274 -3.905 -1.331 0.0209 0.1844 0.2645 0.110
H -4.378 2.629 -4.687 0.2032 -0.2188 0.1206 0.109
H 9.037 1.266 0.922 0.1231 0.0944 -0.0182 0.071
H 3.600 -3.228 4.420 -0.0964 -0.0288 -0.1715 0.067
H 7.959 -0.870 0.367 -0.3089 0.1027 0.0275 0.122
H 3.201 -4.178 -2.112 -0.1243 0.3336 0.0270 0.122
H 0.565 -1.441 -0.073 0.2000 -0.2819 -0.3997 0.081
H -3.849 -1.542 -1.932 0.0705 -0.1350 0.3358 0.101
H -3.331 3.660 -0.318 -0.2016 -0.0969 0.2440 0.114
H -4.673 2.315 -2.242 0.2453 -0.0883 -0.1880 0.101
H 3.827 -2.360 -3.737 -0.2728 0.0078 0.3489 0.112
H 1.631 -3.688 -0.251 0.1675 0.1990 -0.2817 0.110
H -7.032 4.307 1.793 0.1326 -0.1649 -0.1506 0.108
H -5.032 5.210 0.597 -0.0826 -0.2898 0.0926 0.111
H 2.981 -4.656 3.548 0.0021 0.1257 -0.0463 0.072
H 7.958 1.501 2.300 -0.0122 -0.0192 0.0073 0.073
H 2.141 -3.100 3.412 0.1395 -0.0820 0.0080 0.068
H -4.099 -2.867 2.866 -0.0079 -0.0116 -0.3313 0.114
H 4.944 -1.666 3.406 0.0640 -0.0713 -0.0064 0.089
H -0.633 3.276 -0.830 0.4279 -0.0618 0.1549 0.087
H -4.343 -4.590 1.073 -0.0173 0.2202 -0.0904 0.109
H -1.119 -0.220 -4.658 -0.3061 0.1284 0.0493 0.114
H 2.762 -0.089 -3.495 -0.0060 -0.4287 0.0083 0.116
H 1.214 1.324 -2.586 0.1182 -0.0459 0.1876 0.131
H -7.403 1.839 1.901 0.2290 0.1546 -0.1739 0.110
H 9.114 0.159 2.296 -0.0402 0.0144 0.0096 0.075
```
Forces are in eV/Å.

gap between HOMO and LUMO	2.47	eV
E_tot	-140825.1367	eV
relative energy (zero: lowest compared OMol25 entry of this formula, charge and spin)	0.000	eV
charge	0
multiplicity	1

---

# 2
The following is a DFT calculation (ωB97M-V with the def2-TZVPD basis set) of a 10-piece molecular cluster, H20O10 overall.

```
30
Properties=species:S:1:pos:R:3:forces:R:3:lowdin_charge:R:1
O 0.655 -0.022 0.266 0.3654 -0.0943 0.2815 -0.031
O -0.730 -0.272 -3.505 -0.1803 -0.1308 0.3657 -0.038
O 2.867 0.188 2.409 -0.0151 -0.0688 0.5123 -0.054
O -1.716 2.078 1.805 0.2794 -0.1987 -0.1119 -0.040
O 3.251 0.721 -1.736 0.2797 0.2661 0.1448 -0.050
O -1.936 -1.522 1.556 -0.2718 0.3485 -0.3199 -0.043
O 1.814 -1.558 -2.812 0.0634 0.2389 -0.0865 -0.034
O -0.610 2.735 -0.957 0.4047 0.1089 -0.3687 -0.052
O 0.591 -2.287 2.596 -0.3317 -0.1988 -0.1234 -0.034
O -3.903 -0.087 0.328 -0.5017 0.5507 -0.0621 -0.056
H 2.670 1.367 -1.334 -0.0624 0.3259 0.1052 0.023
H -1.392 2.334 -1.335 -0.1955 -0.0733 -0.1203 0.028
H -1.198 -2.114 1.704 0.5248 -0.3646 0.1865 0.019
H -3.099 -0.489 0.656 0.3343 -0.5352 0.0712 -0.038
H 0.903 -2.624 3.436 0.0919 -0.1509 0.1920 0.056
H 0.224 -0.313 -3.436 0.2864 0.4733 -0.2379 -0.001
H -1.317 2.830 2.242 0.1762 0.2022 0.2431 0.049
H -2.655 2.183 1.956 -0.4140 -0.0853 -0.1231 0.047
H -0.909 -0.397 -4.437 -0.0944 -0.0056 -0.2631 0.046
H -1.932 -0.939 2.315 0.0324 0.1150 0.3617 0.052
H 0.710 0.235 -0.655 0.0118 0.1999 -0.2071 0.016
H -0.708 2.609 -0.013 -0.2116 -0.1722 0.3878 -0.014
H 3.627 0.491 1.911 0.1940 0.0082 -0.1400 0.035
H 2.228 -2.371 -2.522 0.2434 -0.2063 0.1126 0.069
H 0.834 -1.361 2.604 0.3581 0.2810 -0.1086 0.019
H 2.682 -0.024 -1.933 -0.1474 -0.4849 -0.2465 -0.029
H 2.130 0.292 1.808 -0.2916 0.0686 -0.5502 -0.017
H -3.678 0.214 -0.553 -0.0492 0.0572 -0.2272 0.026
H 0.876 -1.746 -2.790 -0.3868 -0.3872 0.1634 0.029
H -0.280 -0.151 0.423 -0.4924 -0.0873 0.1689 0.017
```
Forces are in eV/Å.

gap between HOMO and LUMO	11.25	eV
E_tot	-20800.1103	eV
relative energy (zero: lowest compared OMol25 entry of this formula, charge and spin)	2.502	eV
charge	0
SMILES	O.O.O.O.O.O.O.O.O.O
multiplicity	1

---

# 3
The following is a DFT calculation (ωB97M-V with the def2-TZVPD basis set) of C12H18ClF2N5O7PS as an isolated structure in a non-equilibrium geometry.

```
47
Properties=species:S:1:pos:R:3:forces:R:3:lowdin_charge:R:1
Cl 1.392 -3.213 -1.755 -0.0071 -0.2398 -0.2117 0.719
S 0.994 1.154 -4.624 -1.8814 1.5843 -0.2026 0.576
P -1.604 0.630 0.879 0.1131 0.8328 1.7841 0.754
F 3.643 -0.483 2.482 -0.0544 -0.0664 -0.2418 0.142
F 0.362 -1.339 4.706 0.0997 0.4419 -0.1618 0.160
O -3.704 3.142 0.298 -1.2062 0.0539 -0.2303 -0.006
O 2.791 -0.173 4.480 0.2642 -0.1857 0.3401 0.175
O 0.978 2.345 -3.824 0.4432 0.0170 0.5686 -0.296
O 0.976 -3.409 4.494 -0.1403 -0.2403 -0.0043 0.173
O 2.449 0.551 -4.521 0.1837 -0.5982 -0.2197 -0.146
O -5.086 5.924 1.861 0.6615 -0.0413 -0.0756 0.016
O 0.582 1.369 -5.977 0.5189 -0.8094 -0.5976 -0.294
N 2.022 -1.904 3.121 -0.6605 1.7453 0.1198 0.052
N 1.368 -1.712 1.911 0.8931 -1.2876 0.4125 -0.093
N -1.614 1.576 2.136 0.1211 0.0641 -0.0876 -0.319
N 3.907 -3.486 -0.097 -0.0477 -0.2996 -0.0017 -0.028
N 0.352 -0.717 1.962 -0.2403 0.7640 0.5378 0.041
C 1.096 -2.280 4.156 0.1378 -1.1087 0.1605 -0.474
C -0.268 -0.591 0.811 0.6016 -0.7035 -0.5792 -0.451
C 0.010 -1.287 -0.342 -0.8181 -0.2355 -1.1271 -0.289
C -0.227 0.195 -2.399 0.6006 -0.6138 -0.4842 -0.228
C -0.750 -1.043 -1.627 0.1925 0.6659 0.5931 -0.230
C -3.514 4.188 0.885 5.5967 -1.1524 -0.4508 -0.278
C -0.057 -0.089 -3.897 0.5702 0.1465 0.7224 -0.223
C 1.775 -2.492 0.806 0.1905 -0.2612 -0.2639 -0.230
C 1.089 -2.297 -0.312 -0.4478 0.7710 0.2603 -0.553
C -5.307 4.874 1.291 -4.5072 0.9110 0.6241 -0.268
C 2.899 -3.474 0.979 0.2737 0.0742 -0.0616 -0.221
C 2.799 -0.785 3.469 -0.0656 0.3025 0.0692 -0.494
H -1.545 1.412 -0.281 -0.3029 -0.4986 -0.4418 -0.006
H 3.791 -2.676 -0.690 0.0433 0.2012 0.1381 0.039
H 3.427 -3.295 1.906 -0.1378 0.1498 0.2407 0.092
H -0.653 -1.923 -2.250 -0.2120 -0.1172 -0.2025 0.052
H -0.822 1.359 2.734 -0.0216 -0.0242 0.1290 -0.061
H -2.790 -0.132 0.840 -0.0050 -0.0448 -0.7024 0.006
H -5.731 4.863 0.270 0.8726 0.1383 -0.3380 0.114
H -3.058 5.043 0.346 -1.1459 0.3551 -0.3967 0.117
H -5.698 3.999 1.840 0.9042 -0.2011 0.2787 0.118
H -3.049 4.169 1.888 -1.1463 -0.2257 0.5110 0.112
H -0.815 1.094 -2.267 -0.2049 0.0803 0.0687 0.087
H 3.029 1.244 -4.180 0.0337 0.1086 0.1428 0.099
H 0.461 -1.035 -4.025 -0.1047 -0.2343 -0.1976 0.093
H -1.006 -0.067 -4.415 0.0118 -0.0027 -0.4128 0.109
H 3.684 -4.261 -0.703 0.1285 -0.0482 -0.1508 0.027
H 0.765 0.415 -2.017 0.1007 0.1044 0.2285 0.112
H 2.468 -4.471 1.065 -0.0101 -0.2036 0.0425 0.117
H -1.812 -0.910 -1.413 -0.1891 -0.0680 -0.1286 0.088
```
Forces are in eV/Å.

gap between HOMO and LUMO	3.09	eV
E_tot	-72594.2324	eV
charge	-1
multiplicity	1

---

# 4
The following is a DFT calculation (ωB97M-V with the def2-TZVPD basis set) of one molecule with the formula C20H19BrN2O3.

```
45
Properties=species:S:1:pos:R:3:forces:R:3:lowdin_charge:R:1
Br 0.411 -2.487 -0.117 0.1437 -0.1663 0.0744 0.820
O -0.130 4.117 -0.169 -0.3688 0.0275 0.1936 0.010
O 1.621 3.063 -1.108 -0.0072 0.1512 0.0058 0.129
O 1.508 1.131 1.675 0.0591 0.2561 0.1661 0.102
N 0.634 0.635 -0.347 -0.2612 0.4287 -0.1479 0.099
N -2.822 -1.768 -1.371 0.0290 -0.5173 -0.1462 0.073
C -3.442 -1.264 -0.266 -0.1633 0.4605 0.4514 -0.217
C 2.531 -0.620 0.439 0.0982 -0.1444 0.1082 -0.169
C -4.422 0.249 1.808 -0.0302 0.1986 0.1358 -0.097
C 1.519 0.464 0.662 -0.0776 -0.3168 -0.3117 -0.471
C -4.821 -1.081 1.649 -0.0371 -0.1435 -0.0203 -0.098
C 3.211 -2.887 -0.055 -0.0266 -0.0407 -0.0279 -0.131
C 3.870 -0.289 0.632 -0.0458 -0.0192 -0.0192 -0.010
C 4.867 -1.232 0.465 0.0108 0.0531 0.0128 -0.070
C -4.342 -1.854 0.613 -0.0364 -0.0902 0.0178 -0.022
C -2.014 -0.805 -1.905 0.0889 0.5366 -0.1062 -0.102
C -3.025 0.080 -0.113 -0.1137 -0.4486 -0.0436 -0.126
C 1.445 5.655 0.867 -0.2528 -0.2437 -0.2228 -0.057
C 0.541 3.046 -0.577 0.1130 -0.4040 -0.0231 -0.461
C 4.537 -2.532 0.119 -0.0344 0.0050 0.0073 -0.078
C -2.110 0.346 -1.178 0.0992 -0.0487 -0.4072 -0.190
C -3.531 0.840 0.941 -0.0241 -0.0518 -0.0048 -0.022
C -0.259 1.768 -0.325 0.2053 0.0869 0.1185 -0.206
C 0.517 5.386 -0.308 0.3831 0.3935 -0.0898 -0.209
C 2.221 -1.931 0.103 -0.1833 0.0079 -0.0682 -0.590
C -1.355 1.616 -1.391 0.0487 -0.2231 0.2119 -0.069
H 5.308 -3.276 -0.009 0.0707 -0.0650 -0.0102 0.106
H 1.895 6.638 0.760 0.0576 0.1153 0.0084 0.077
H 2.231 4.905 0.895 0.0838 -0.0118 0.0191 0.078
H 5.900 -0.954 0.610 0.0916 0.0330 0.0100 0.105
H 4.105 0.725 0.915 0.0282 0.0945 0.0420 0.124
H -2.023 2.476 -1.318 0.0617 0.0360 -0.0941 0.130
H -1.432 -1.006 -2.784 0.1204 -0.0307 -0.1428 0.122
H -4.825 0.819 2.632 -0.0196 0.0524 0.0552 0.098
H 2.941 -3.901 -0.308 -0.0282 -0.0518 -0.0046 0.096
H -4.650 -2.881 0.488 -0.0616 -0.1049 0.0156 0.107
H -5.520 -1.508 2.353 -0.0473 -0.0499 0.0403 0.098
H -0.294 6.115 -0.350 0.0892 -0.1074 -0.0373 0.123
H 0.786 0.189 -1.238 0.1002 -0.0830 0.1609 0.139
H 0.890 5.614 1.800 -0.0202 0.0391 0.0979 0.080
H -2.880 -2.719 -1.691 -0.0314 0.1005 0.0045 0.154
H -0.894 1.615 -2.382 -0.0111 0.0895 -0.0331 0.133
H -0.705 1.829 0.673 0.0330 0.0432 -0.1586 0.159
H -3.233 1.870 1.071 0.0287 0.1146 0.0406 0.110
H 1.078 5.395 -1.248 -0.1622 0.0392 0.1212 0.121
```
Forces are in eV/Å.

gap between HOMO and LUMO	8.56	eV
E_tot	-100215.0523	eV
relative energy (zero: lowest compared OMol25 entry of this formula, charge and spin)	0.000	eV
charge	0
SMILES	CCOC(=O)[C@@H](Cc1c[nH]c2ccccc12)NC(=O)c1ccccc1Br
multiplicity	1

---

Values for lowest unoccupied orbital energy, eV, ordered as above
-3.22, 0.13, 0.55, 0.57
Values for HOMO level, eV, ordered as above
-5.69, -11.12, -2.54, -8.00